1.
Computed, not measured: a 6-piece molecular cluster, C41H76ClF4IN4O7PSi overall in a non-equilibrium geometry, with ωB97M-V/def2-TZVPD.

Electronic energy = -4141.50629 hartree
Charge = +1
E_HOMO = -10.6 eV
Gap between HOMO and LUMO = 8.404 eV

Each line ends with the Mulliken charge.
CARTESIAN COORDINATES (ANGSTROEM)
1 C 4.79 3.61 -2.10  -0.5934
2 C 4.73 2.71 -3.34  -0.9602
3 N 5.62 1.54 -3.36  -0.0324
4 C 5.69 0.56 -2.28  -1.4291
5 C 6.50 -0.69 -2.76  1.0558
6 F 7.57 -0.71 -1.87  -0.4668
7 C 7.27 -0.52 -4.10  0.0272
8 F 8.14 0.46 -4.00  -0.2977
9 F 6.53 -0.30 -5.15  -0.1579
10 F 7.97 -1.63 -4.31  -0.2606
11 C 5.56 -1.96 -2.64  3.4761
12 C 5.58 -2.97 -3.86  -2.4376
13 C 4.44 -3.99 -3.92  -0.9236
14 C 4.04 -4.32 -5.35  -1.3782
15 I 2.13 -5.27 -5.48  0.0270
16 C 5.94 -2.93 -1.50  -0.3720
17 C 7.27 -3.28 -1.23  -0.6456
18 C 7.54 -4.23 -0.24  -0.7082
19 N 6.61 -4.87 0.47  -0.6015
20 C 5.35 -4.58 0.17  -0.3753
21 C 4.96 -3.64 -0.78  -1.0885
22 C 4.18 -1.25 -2.45  -1.1953
23 P 3.16 -0.59 -3.93  0.1013
24 O 3.91 -1.18 -5.22  -0.3225
25 Cl 1.60 -1.90 -3.76  -0.2269
26 N 4.46 -0.02 -1.60  0.9493
27 C 4.98 -0.35 -0.19  -1.8825
28 N 4.05 -1.14 0.55  0.0347
29 C 3.26 0.87 -1.36  0.0099
30 C 1.95 0.11 -1.04  -1.2542
31 O 1.35 0.70 0.10  -0.0461
32 Si 0.37 -0.33 1.02  0.5391
33 C 1.36 -1.33 2.26  -1.2675
34 C -0.76 0.78 1.99  -1.3148
35 C -0.67 -1.46 -0.04  -1.1308
36 H 5.44 4.46 -2.30  0.4850
37 H 3.80 4.02 -1.94  -0.0763
38 H 5.08 3.07 -1.20  0.2642
39 H 5.07 3.31 -4.18  0.7253
40 H 3.71 2.45 -3.61  0.2807
41 H 6.55 1.94 -3.37  0.4764
42 H 6.30 0.96 -1.48  0.4176
43 H 6.48 -3.55 -3.68  1.2291
44 H 5.74 -2.47 -4.80  0.8469
45 H 4.81 -4.92 -3.49  0.5447
46 H 3.56 -3.74 -3.33  0.3030
47 H 4.04 -3.46 -6.00  0.3761
48 H 4.72 -5.06 -5.77  0.6095
49 H 8.07 -2.82 -1.77  0.4856
50 H 8.57 -4.48 -0.03  0.4768
51 H 4.59 -5.11 0.72  0.4453
52 H 3.90 -3.49 -0.94  0.4618
53 H 3.51 -1.93 -1.95  1.2256
54 H 4.00 -0.46 -5.86  0.3758
55 H 5.92 -0.87 -0.25  0.8550
56 H 5.17 0.60 0.29  0.3526
57 H 3.48 -0.58 1.17  0.1523
58 H 4.51 -1.85 1.09  0.4067
59 H 3.45 1.54 -0.53  0.5994
60 H 3.05 1.51 -2.20  -0.4305
61 H 1.27 0.19 -1.88  0.4821
62 H 2.13 -0.95 -0.86  0.3849
63 H 0.67 -1.61 3.05  0.4536
64 H 2.17 -0.75 2.71  0.4215
65 H 1.76 -2.24 1.82  0.2938
66 H -1.54 1.20 1.36  0.3480
67 H -0.18 1.62 2.38  0.4222
68 H -1.19 0.26 2.85  0.3538
69 H -1.47 -0.91 -0.53  0.3090
70 H -0.10 -2.04 -0.77  0.3344
71 H -1.14 -2.17 0.64  0.4101
72 C 0.37 5.60 0.99  -0.6539
73 C 1.07 6.75 0.27  0.0589
74 C 2.54 6.38 0.45  -0.4668
75 O 2.59 4.95 0.50  -0.4423
76 C 1.27 4.42 0.63  0.7400
77 H -0.66 5.45 0.67  0.3614
78 H 0.37 5.76 2.06  0.2999
79 H 0.81 6.73 -0.79  -0.3646
80 H 0.84 7.73 0.67  0.4326
81 H 2.94 6.77 1.38  0.3339
82 H 3.17 6.73 -0.38  0.2548
83 H 0.98 3.98 -0.33  -0.6047
84 H 1.26 3.64 1.38  0.0498
85 C -0.38 4.89 -4.05  -0.7352
86 C 0.34 6.05 -4.74  -0.5916
87 C 1.36 6.45 -3.68  -0.4695
88 O 1.69 5.25 -2.97  -0.2147
89 C 0.76 4.21 -3.31  0.1715
90 H -0.89 4.22 -4.74  0.3915
91 H -1.12 5.27 -3.34  0.2857
92 H 0.84 5.69 -5.64  0.2593
93 H -0.32 6.87 -5.02  0.3555
94 H 0.93 7.17 -2.98  0.2626
95 H 2.27 6.87 -4.11  0.2532
96 H 1.27 3.48 -3.95  0.0332
97 H 0.43 3.71 -2.40  0.0266
98 C -5.86 0.49 4.67  -0.3248
99 C -5.17 1.66 3.98  -0.6808
100 C -3.70 1.29 4.15  -0.2233
101 O -3.64 -0.14 4.16  -0.4109
102 C -4.97 -0.67 4.29  -0.2034
103 H -6.89 0.35 4.35  0.1161
104 H -5.85 0.64 5.75  0.3018
105 H -5.43 1.67 2.92  0.2834
106 H -5.41 2.64 4.40  0.3895
107 H -3.31 1.66 5.11  0.2594
108 H -3.07 1.66 3.35  0.1264
109 H -5.27 -1.09 3.33  0.1259
110 H -4.96 -1.47 5.03  0.2368
111 C -9.94 -0.92 1.33  -0.6602
112 C -9.63 -2.24 2.04  -0.3108
113 C -8.13 -2.14 2.24  -0.1750
114 O -7.83 -0.74 2.39  -0.2694
115 C -8.98 0.03 2.03  -0.5220
116 H -10.98 -0.61 1.42  0.3410
117 H -9.70 -1.00 0.27  0.2840
118 H -10.13 -2.28 3.01  0.0870
119 H -9.92 -3.12 1.48  0.4227
120 H -7.58 -2.51 1.37  0.2657
121 H -7.78 -2.68 3.12  -0.0349
122 H -9.43 0.45 2.94  0.3001
123 H -8.66 0.86 1.39  0.3210
124 C -9.10 -4.58 6.89  -0.5791
125 C -9.77 -5.91 6.54  -0.5530
126 C -10.76 -5.48 5.47  -0.4773
127 O -10.16 -4.37 4.79  -0.3709
128 C -9.03 -3.91 5.53  -0.2563
129 H -8.12 -4.69 7.36  0.3422
130 H -9.74 -4.01 7.57  0.2835
131 H -9.03 -6.60 6.13  0.2588
132 H -10.25 -6.40 7.39  0.3523
133 H -11.71 -5.16 5.91  0.2761
134 H -10.97 -6.27 4.74  0.2666
135 H -8.12 -4.20 4.99  0.1934
136 H -9.06 -2.82 5.60  0.2379

---

2.
Computed, not measured: C44H47N3P2S3Ti as an isolated structure in a non-equilibrium geometry, with ωB97M-V/def2-TZVPD.

Energy above the lowest of the compared OMol25 structures with the same formula, charge and spin = 23.56 kcal per mole
Electronic energy = -4595.71659 hartree
Multiplicity = 2
Charge = +1
⟨S²⟩ = 0.756
E_HOMO (alpha / beta) = -10.1 / -10.1 eV
Gap between HOMO and LUMO (alpha / beta) = 7.675 / 7.855 eV

Each line ends with the Mulliken charge.
CARTESIAN COORDINATES (ANGSTROEM)
1 Ti -1.47 -0.96 0.91  1.1016
2 C -2.63 1.77 -0.41  -1.0423
3 N -3.10 0.63 0.42  1.7931
4 C -4.19 -0.02 -0.38  -1.4265
5 C -4.47 -1.41 0.14  -1.4079
6 N -3.18 -2.18 0.09  1.5867
7 C -2.79 -2.45 -1.34  -1.4226
8 C -3.20 -3.46 0.74  0.1245
9 C -4.39 -4.17 0.98  -0.5819
10 C -4.34 -5.48 1.45  -0.8208
11 C -3.10 -6.01 1.80  -0.5688
12 C -1.95 -5.30 1.61  -1.0290
13 C -1.97 -4.03 1.02  0.8448
14 S -0.48 -3.08 0.91  -0.5026
15 C -3.59 1.12 1.76  -0.6010
16 C -4.51 2.18 1.83  -0.5869
17 C -4.96 2.59 3.09  -0.8500
18 C -4.33 2.16 4.25  -0.6758
19 C -3.47 1.09 4.21  -0.8339
20 C -3.10 0.58 2.95  0.9246
21 S -2.02 -0.88 3.03  -0.5856
22 H -3.47 2.16 -1.00  0.6125
23 H -1.86 1.36 -1.09  -0.4270
24 H -2.21 2.57 0.19  0.3322
25 H -3.71 -0.09 -1.37  0.6036
26 H -5.06 0.71 -0.45  0.4523
27 H -5.23 -1.95 -0.45  0.5262
28 H -4.79 -1.44 1.21  0.5905
29 H -3.60 -2.94 -1.88  0.2092
30 H -1.90 -3.06 -1.37  0.6283
31 H -2.50 -1.52 -1.88  0.1910
32 H -5.39 -3.78 0.63  0.2550
33 H -5.29 -6.05 1.52  0.3851
34 H -3.00 -7.03 2.15  0.3930
35 H -1.00 -5.70 1.98  0.4489
36 H -4.94 2.57 0.91  0.3669
37 H -5.67 3.41 3.05  0.3904
38 H -4.63 2.62 5.17  0.4880
39 H -3.05 0.63 5.11  0.4901
40 C 7.07 3.20 -1.51  -0.8254
41 S 6.53 1.62 -0.79  -0.0700
42 C 4.97 1.38 -1.68  -1.1661
43 C 3.69 1.42 -0.82  0.1787
44 C 3.00 0.01 -0.63  -1.0041
45 N 1.55 0.07 -0.40  0.4781
46 P 0.80 0.29 1.19  0.9011
47 C 2.09 0.01 2.47  0.0672
48 C 2.88 1.00 3.02  -0.2257
49 C 3.83 0.73 4.00  -0.8058
50 C 4.00 -0.57 4.45  -0.3531
51 C 3.20 -1.60 3.97  -0.7850
52 C 2.26 -1.29 2.96  -0.1650
53 C 0.40 2.07 1.44  0.7569
54 C 0.52 3.00 0.40  -0.5910
55 C 0.22 4.37 0.60  -0.5847
56 C 0.03 4.77 1.90  -0.8054
57 C -0.28 3.86 2.94  -0.6329
58 C -0.06 2.49 2.74  -0.5074
59 P 0.37 -0.32 -1.69  0.4534
60 C 0.72 0.79 -3.01  0.8088
61 C -0.06 1.96 -3.28  -0.1756
62 C 0.35 2.91 -4.27  -0.7607
63 C 1.51 2.68 -4.98  -0.5942
64 C 2.22 1.48 -4.79  -0.7089
65 C 1.91 0.62 -3.79  -0.8285
66 C 0.75 -1.94 -2.45  0.7887
67 C 0.29 -2.16 -3.79  -0.5816
68 C 0.86 -3.21 -4.51  -0.6428
69 C 1.73 -4.15 -3.87  -0.5995
70 C 1.96 -4.07 -2.49  -0.8038
71 C 1.47 -2.95 -1.78  -0.3545
72 H 7.87 3.53 -0.84  0.3535
73 H 6.22 3.89 -1.49  0.2710
74 H 7.46 2.94 -2.53  0.2461
75 H 5.05 0.47 -2.29  0.4601
76 H 4.88 2.23 -2.39  0.4000
77 H 3.01 2.09 -1.36  -0.0401
78 H 3.87 1.87 0.21  0.2462
79 H 3.53 -0.49 0.21  0.5496
80 H 3.17 -0.62 -1.52  0.5718
81 H 2.73 2.01 2.67  0.4541
82 H 4.40 1.57 4.45  0.3761
83 H 4.74 -0.76 5.28  0.3108
84 H 3.18 -2.56 4.45  0.4425
85 H 1.59 -2.08 2.57  0.1951
86 H 0.73 2.57 -0.55  0.3152
87 H 0.22 5.07 -0.24  0.4811
88 H 0.05 5.85 2.11  0.3629
89 H -0.78 4.24 3.85  0.4068
90 H -0.27 1.75 3.55  0.4783
91 H -0.99 2.14 -2.72  0.2813
92 H -0.31 3.75 -4.44  0.4714
93 H 1.78 3.42 -5.78  0.3514
94 H 2.98 1.28 -5.54  0.4271
95 H 2.46 -0.30 -3.72  0.3839
96 H -0.47 -1.52 -4.27  0.3510
97 H 0.53 -3.33 -5.53  0.4496
98 H 2.15 -4.95 -4.50  0.3819
99 H 2.49 -4.87 -1.96  0.4540
100 H 1.53 -2.84 -0.69  0.3298